# CH2F2N2

A single CH2F2N2 molecule in a non-equilibrium geometry (the ωB97M-V functional and the def2-TZVPD basis, the OMol25 dataset).

XYZ file:
```
7
Properties=species:S:1:pos:R:3:forces:R:3:lowdin_charge:R:1
C -1.848921 0.208709 0.007573 5.726 1.304 0.117 -0.33
N -2.463888 -0.844958 -0.202172 -0.300 -1.368 -0.225 0.09
N -0.111741 0.144035 0.156783 -5.032 0.062 0.298 0.09
F -2.237291 1.454924 0.082245 -0.346 -0.466 -0.001 0.13
F -3.838386 -0.706694 -0.352853 0.133 0.499 0.233 -0.06
H 0.066650 -0.857204 0.204775 -0.017 0.102 -0.237 0.04
H 0.231321 0.514868 -0.722932 -0.164 -0.133 -0.184 0.04
```
Forces are in eV/Å.

## Properties
molar mass = 80.04 g/mol
HOMO energy = -11.00 eV
energy = -348.42369 Eh
E_LUMO = 0.8 eV
net charge = 0
SMILES = N/C(F)=N/F
F_max = 5.9 eV/Å